96
Properties=species:S:1:pos:R:3:forces:R:3 method="wB97M-V/def2-TZVPD" smiles="CCC[C@]1(N=C=O)OS(=O)(=O)CC[C@@H]1N=C(C)C.CCCCCC.CCCCCC.CCCCCC" homo_ev=-8.90 energy_ha=-1949.4287
C -1.54294 3.77339 -4.78434 0.757 0.499 -0.454
C -0.24903 2.78453 -4.75276 -0.641 0.113 -1.205
C -0.54982 1.34631 -4.11039 0.488 0.920 0.009
C -0.48943 1.33578 -2.48157 1.513 -1.127 -1.828
N -1.13942 0.01439 -2.08619 -4.856 1.639 0.378
C -2.42868 0.11645 -2.08545 -3.180 0.015 -1.113
O -3.68430 0.17949 -2.19048 8.052 -0.595 0.856
O -1.17548 2.49671 -1.94675 1.063 -1.475 1.526
S -0.99170 2.65865 -0.28991 -2.262 5.914 4.500
O -0.39939 4.03868 0.00465 -0.750 -4.388 -1.815
O -2.32691 2.59999 0.41548 3.075 -1.253 -2.723
C 0.10035 1.39986 0.50665 1.316 -1.592 0.445
C 1.09697 0.61951 -0.49363 0.053 -0.081 0.824
C 1.06372 1.23694 -1.97456 -0.021 -1.290 -2.076
N 1.73827 2.55579 -2.12104 1.785 -1.412 3.286
C 3.01909 2.51973 -1.79351 -0.366 1.060 -0.308
C 4.13418 1.54832 -2.39751 -0.193 -0.900 0.819
C 3.48075 3.56084 -0.62993 -1.169 -0.329 -0.364
H -1.47741 4.57432 -3.96171 -0.307 -1.438 -1.113
H -1.51183 4.34276 -5.79207 -0.103 -0.868 1.646
H -2.53883 3.21541 -4.75600 1.423 0.701 0.171
H -0.00137 2.59267 -5.86983 -0.285 0.140 1.832
H 0.65639 3.33011 -4.32419 -1.301 -0.943 -0.298
H -1.56584 1.00189 -4.51389 1.289 0.480 0.931
H 0.22033 0.58001 -4.50291 -1.164 1.176 0.899
H -0.51396 0.62057 1.10264 0.465 1.578 -1.334
H 0.74199 1.93750 1.30251 -1.414 -0.193 -1.548
H 2.14492 0.64858 0.00032 -1.557 0.175 -1.187
H 0.79017 -0.49601 -0.45059 0.431 1.937 -0.630
H 1.58920 0.49351 -2.69016 -1.124 0.598 1.170
H 5.07218 2.08433 -2.77997 -1.561 -0.350 0.732
H 4.49064 0.83943 -1.56013 -0.419 1.024 -1.201
H 3.75539 0.88472 -3.24525 0.279 1.042 1.159
H 3.63448 4.62340 -1.01770 0.126 -1.504 0.523
H 2.56855 3.61362 0.08316 1.419 -0.006 -1.276
H 4.34663 3.14668 -0.01225 -0.858 0.703 -1.210
C -3.56439 -5.17314 2.99114 0.016 0.028 0.162
C -4.66685 -4.16356 2.70024 -0.051 -0.065 -0.085
C -4.84465 -3.87769 1.20800 -0.083 0.103 -0.003
C -3.62869 -3.25233 0.51643 0.105 -0.103 0.016
C -3.14401 -1.93304 1.11963 -0.062 -0.030 -0.115
C -4.17799 -0.81842 1.03807 0.088 0.127 0.183
H -2.58805 -4.81257 2.65905 -0.025 -0.049 -0.004
H -3.49945 -5.36041 4.06611 0.053 -0.056 -0.081
H -3.76829 -6.12548 2.49317 0.058 0.052 0.005
H -4.46881 -3.23564 3.24704 -0.030 -0.023 -0.063
H -5.61099 -4.55493 3.09381 0.040 0.076 -0.020
H -5.71541 -3.22697 1.07566 0.062 -0.021 -0.020
H -5.09065 -4.81470 0.69396 0.020 0.043 0.046
H -3.87861 -3.08996 -0.53883 0.017 0.022 0.047
H -2.79912 -3.96756 0.52130 -0.035 -0.010 -0.009
H -2.24471 -1.61543 0.57768 0.023 -0.047 0.033
H -2.83822 -2.07774 2.16085 0.014 -0.046 -0.034
H -4.45950 -0.62790 0.00087 -0.061 0.009 0.101
H -3.76735 0.10593 1.45444 -0.115 0.001 -0.109
H -5.07935 -1.06396 1.60417 0.022 0.009 -0.038
C -1.38958 -8.58411 -1.80137 -0.160 0.016 -0.025
C -0.90071 -7.45056 -2.69302 0.102 -0.052 -0.035
C 0.54507 -7.03911 -2.40821 0.013 0.098 -0.060
C 0.79969 -6.48936 -1.00050 -0.045 -0.099 0.038
C -0.04453 -5.27307 -0.61569 0.160 -0.026 0.053
C 0.21515 -4.05862 -1.49718 -0.219 0.100 0.070
H -1.38447 -8.29985 -0.74667 0.008 -0.047 -0.034
H -2.41488 -8.85541 -2.06557 0.070 -0.051 0.070
H -0.76239 -9.47196 -1.92259 -0.030 0.048 0.055
H -1.57059 -6.58990 -2.59334 0.065 -0.015 -0.011
H -0.97060 -7.77323 -3.73727 0.001 0.075 0.048
H 0.85250 -6.29633 -3.15210 0.006 -0.025 0.050
H 1.19805 -7.90623 -2.56386 -0.055 0.043 0.006
H 1.86084 -6.22536 -0.92049 -0.059 0.006 0.008
H 0.63222 -7.28212 -0.26419 0.015 0.021 -0.042
H 0.18581 -5.00684 0.42212 -0.062 -0.053 -0.045
H -1.10969 -5.52400 -0.63741 0.041 -0.022 -0.003
H 1.26615 -3.76241 -1.45150 -0.004 -0.014 -0.054
H -0.39088 -3.21268 -1.15885 0.066 0.009 -0.091
H -0.04539 -4.25403 -2.53971 0.046 0.043 0.027
C 0.96487 4.85330 3.34217 -0.145 0.161 0.043
C 1.93936 5.84234 2.71804 0.077 -0.108 -0.120
C 3.40403 5.42967 2.87812 0.035 0.135 -0.002
C 3.90115 5.34100 4.32526 -0.069 -0.083 0.005
C 3.75806 6.62699 5.14133 0.116 -0.111 0.023
C 4.57183 7.78624 4.58235 -0.129 0.154 0.100
H 1.11269 4.76655 4.42125 0.005 -0.042 -0.037
H -0.06324 5.18257 3.17390 0.051 -0.147 -0.007
H 1.08146 3.86142 2.89546 -0.029 0.030 0.042
H 1.77362 6.83839 3.14185 0.056 -0.044 -0.020
H 1.71621 5.92374 1.64886 -0.002 0.024 0.070
H 4.03075 6.13261 2.31864 0.004 -0.042 0.035
H 3.55154 4.45258 2.40161 -0.026 0.036 0.018
H 4.95706 5.04572 4.30937 -0.041 0.035 0.027
H 3.37243 4.53404 4.84302 0.015 0.022 -0.038
H 4.09395 6.42584 6.16470 -0.073 -0.002 -0.060
H 2.70556 6.91718 5.21693 0.030 -0.049 -0.021
H 5.63395 7.53286 4.54361 -0.022 0.018 -0.048
H 4.45639 8.66741 5.21979 0.077 -0.029 -0.098
H 4.24377 8.06141 3.57758 0.055 -0.005 0.029

=====

109
Properties=species:S:1:pos:R:3:forces:R:3 method="wB97M-V/def2-TZVPD" smiles="CCP(C)[C@@H]1[C@H](N(C)C(C)=O)OS(=O)(=O)[C@@](CC=O)(S(C)(=O)=O)[C@@]1(S)CCCC(=O)O.COCCOC.COCCOC.COCCOC" homo_ev=-8.08 e_above_lowest_kcal_mol=160.0 energy_ha=-3859.5385
C -4.31187 -0.24252 2.38856 -0.561 0.536 -0.367
C -2.74221 -0.69011 2.23715 -0.451 -2.302 1.593
P -1.82187 0.04917 0.74068 -1.443 0.176 -0.239
C -2.34385 -1.11202 -0.73585 -0.573 -0.677 0.468
C 0.09580 0.00725 0.94834 -0.098 -1.706 -0.104
C 0.65600 -0.90800 2.17119 1.352 -1.774 -1.745
N 0.03876 -2.32428 2.14908 1.797 0.051 0.382
C 0.95097 -3.16056 1.23463 0.889 -1.119 -0.463
C 0.00620 -2.92761 3.53594 -5.782 -1.554 3.488
C 1.35591 -3.36368 4.39713 -0.063 0.477 -1.704
O -1.22491 -3.15720 4.06754 7.967 1.537 -3.412
O 0.49216 -0.37991 3.52341 1.938 2.347 -2.244
S 1.64380 0.91313 3.60560 5.089 0.113 7.676
O 1.47787 1.48391 5.06695 -0.858 -1.722 -6.095
O 3.11425 0.43916 3.52722 -5.549 0.910 -1.484
C 1.18215 2.19910 2.27134 -2.401 0.689 0.109
C -0.06092 3.07884 2.96784 -0.293 0.461 1.507
C -1.38769 2.20470 3.35196 -5.375 2.875 -3.829
O -2.55193 2.58464 2.75516 7.205 -2.520 4.111
S 2.53858 3.54565 2.16575 6.623 2.780 2.822
C 2.37788 4.57930 0.56556 0.311 1.150 -0.716
O 3.97576 2.97256 2.13775 -5.034 0.709 -0.859
O 2.50186 4.56997 3.31519 -1.572 -3.172 -3.505
C 0.80618 1.52168 0.82360 0.385 -0.861 -0.796
S -0.59090 2.52047 -0.02911 0.228 0.432 0.181
C 2.05690 1.25254 -0.19874 1.181 0.048 -1.635
C 1.73213 1.59251 -1.80415 1.727 -0.748 -0.095
C 0.74438 0.51254 -2.53282 -0.505 1.352 -1.233
C 0.24194 1.23715 -3.95394 2.117 -1.204 -4.458
O 0.68530 0.85645 -5.16839 -3.398 2.729 8.182
O -0.71254 2.37727 -3.75034 3.162 -1.398 -0.247
H -4.78073 -0.04197 1.31543 0.903 -0.499 2.260
H -4.97966 -1.05823 2.94555 1.742 1.569 -1.351
H -4.43878 0.74834 2.99940 0.473 -1.823 -1.289
H -2.74471 -1.87693 2.11246 0.144 2.523 0.335
H -2.19443 -0.50163 3.27968 -1.019 -0.366 -2.457
H -2.18604 -0.61197 -1.78314 -0.031 -1.026 2.091
H -1.84958 -2.16635 -0.61120 -1.028 1.857 -0.600
H -3.52598 -1.22041 -0.60792 2.602 0.131 -0.154
H 0.40483 -0.61577 -0.02753 -0.423 1.603 2.200
H 1.80568 -1.11828 1.92077 -2.025 0.948 1.010
H 0.51211 -4.25132 1.04284 0.784 2.528 0.572
H 1.10906 -2.66873 0.17337 -0.634 -0.792 2.252
H 2.04249 -3.29064 1.69173 -2.193 0.279 -0.854
H 1.14811 -3.39580 5.54996 0.249 0.123 -2.528
H 2.21358 -2.59034 4.09469 -1.807 -1.675 0.924
H 1.68675 -4.41844 3.97329 -0.716 2.107 1.054
H -0.29953 4.07060 2.34478 0.238 -2.726 1.052
H 0.27116 3.52406 4.02897 -0.147 -1.303 -2.335
H -1.37850 1.33368 4.13320 0.202 1.706 -1.415
H 2.64190 3.97088 -0.39791 -0.823 0.960 2.025
H 3.23300 5.40609 0.66992 -1.760 -2.086 0.301
H 1.36898 5.17038 0.52039 1.832 -1.447 0.121
H -0.13073 3.80166 -0.36966 0.641 -1.193 0.511
H 3.03825 1.85202 -0.00213 -1.933 -0.991 0.158
H 2.42436 0.11460 -0.22541 -1.011 2.433 0.475
H 2.79693 1.43953 -2.32846 -2.273 0.377 1.101
H 1.47684 2.72135 -1.99406 0.151 -2.307 0.557
H 1.33840 -0.44743 -2.84276 -1.294 1.839 0.729
H -0.21832 0.31701 -1.89719 1.923 0.300 -1.323
H -0.20393 3.14455 -3.32568 -0.924 -1.765 -0.719
C -6.00062 -1.69896 -6.79032 0.062 0.199 -0.143
O -5.43413 -0.45028 -6.41003 -0.053 -0.381 0.396
C -5.41070 -0.27717 -4.98911 0.449 0.255 -0.350
C -4.00598 -0.50896 -4.42505 -0.444 -0.423 0.133
O -3.62305 -1.88333 -4.53707 0.057 0.324 -0.278
C -2.71281 -2.10229 -5.60922 -0.055 -0.104 0.138
H -5.82006 -1.84606 -7.85826 -0.003 0.138 0.127
H -5.54966 -2.53119 -6.24451 -0.025 0.018 0.044
H -7.08105 -1.68331 -6.61731 -0.022 -0.124 0.021
H -6.14401 -0.93308 -4.50122 0.185 0.011 -0.061
H -5.70242 0.75930 -4.79129 0.024 -0.029 0.043
H -4.01271 -0.26741 -3.35705 -0.044 0.050 -0.014
H -3.27342 0.14501 -4.91318 -0.123 -0.070 -0.054
H -1.73481 -1.68440 -5.35426 0.071 0.051 -0.135
H -3.07277 -1.65961 -6.54188 0.029 0.034 0.054
H -2.60500 -3.17943 -5.75394 -0.068 0.082 0.123
C 7.06136 3.46142 1.47577 -0.077 -0.306 0.051
O 6.85849 4.22395 0.29166 -0.167 0.465 0.243
C 6.19864 5.46685 0.55498 0.532 -0.187 -0.329
C 7.18726 6.63608 0.52982 -0.224 -0.123 0.609
O 8.09441 6.57132 1.63479 0.016 -0.218 -0.518
C 9.37938 6.09628 1.24851 -0.102 0.063 0.172
H 7.72462 2.62634 1.23609 -0.055 0.143 -0.117
H 7.52486 4.05660 2.26621 -0.018 0.040 -0.023
H 6.10551 3.05947 1.82550 0.228 0.075 0.077
H 5.65709 5.42968 1.50962 0.178 0.017 -0.041
H 5.46352 5.61072 -0.24338 -0.011 0.080 -0.072
H 6.62708 7.57121 0.63347 -0.016 -0.013 -0.028
H 7.72908 6.67243 -0.42292 -0.048 -0.122 0.091
H 9.89546 6.86244 0.66303 0.086 -0.051 -0.083
H 9.31116 5.17136 0.66950 -0.022 0.045 -0.013
H 9.95896 5.89893 2.15291 -0.150 0.087 -0.032
C -2.58781 -5.06381 1.63695 -0.254 0.126 0.103
O -3.42409 -4.53451 0.61460 0.323 -0.398 -0.171
C -3.12663 -5.09169 -0.67016 -0.641 0.191 0.137
C -4.16367 -6.14441 -1.07195 0.622 -0.252 0.113
O -4.06892 -7.30750 -0.24350 -0.271 0.431 0.093
C -5.09962 -7.35474 0.73702 0.160 -0.118 -0.064
H -2.98420 -4.74348 2.60390 0.082 0.086 -0.191
H -2.56478 -6.15601 1.61621 0.017 -0.015 -0.080
H -1.57326 -4.66875 1.52677 0.006 -0.050 0.085
H -2.11175 -5.51070 -0.69131 -0.166 -0.062 0.045
H -3.16531 -4.26749 -1.38968 -0.008 -0.031 -0.058
H -3.95624 -6.46744 -2.09744 -0.006 0.055 0.011
H -5.17727 -5.72644 -1.04951 0.142 0.028 0.092
H -6.05622 -7.57858 0.25648 -0.096 0.051 0.072
H -5.17438 -6.41482 1.29051 -0.013 -0.003 -0.051
H -4.86713 -8.15616 1.44164 0.057 0.040 -0.154